(1)
# C27H22Cl72N4O4P

A cluster of 19 separate species, C27H22Cl72N4O4P in total in a non-equilibrium geometry (ωB97M-V/def2-TZVPD, OMol25).

Each line ends with the Mulliken charge.
Element x y z (Å)
C 0.850 -0.274 -2.885  -0.75
C 0.959 0.593 -1.495  0.16
N -0.088 0.270 -0.454  -0.17
C 0.143 -1.060 0.228  -0.67
C 1.113 -1.020 1.543  0.02
N 0.974 -2.181 2.494  0.08
C 0.253 -3.366 1.917  -0.52
C -1.075 -3.032 1.007  0.09
C -2.397 -3.699 1.764  -0.70
C -2.273 -5.360 1.920  -0.41
C -3.375 -6.157 0.976  -0.27
O -4.777 -5.687 1.202  -0.52
O -0.893 -3.858 -0.235  0.33
N -2.021 -3.909 -0.955  -0.03
O -1.741 -3.349 -2.020  -0.33
N -1.252 -1.564 0.658  0.20
P -2.019 -0.568 1.917  0.38
O -1.650 -0.917 3.405  -0.38
H -0.251 -0.571 -3.191  0.20
H 1.404 -1.309 -2.672  0.30
H 1.458 0.205 -3.794  0.14
H 0.778 1.731 -1.805  0.09
H 2.053 0.573 -1.035  0.14
H -0.093 1.075 0.212  0.31
H 0.659 -1.789 -0.553  0.19
H 2.233 -0.969 1.210  -0.06
H 0.868 -0.018 2.145  0.15
H 1.954 -2.492 2.713  0.04
H 0.040 -4.107 2.826  0.11
H 1.045 -3.950 1.241  0.06
H -2.523 -3.314 2.884  0.44
H -3.414 -3.385 1.225  0.36
H -2.517 -5.661 3.035  0.39
H -1.204 -5.762 1.663  0.23
H -3.346 -7.286 1.347  0.03
H -3.103 -6.181 -0.162  0.21
H -5.143 -5.335 0.330  0.32
H -1.843 -1.404 -0.213  0.64
H -3.481 -0.587 1.771  0.20
H -1.652 0.842 1.722  0.15
C -0.519 1.585 6.112  0.11
Cl 0.247 -0.021 6.013  -0.05
Cl 0.574 2.808 5.415  -0.03
Cl -2.050 1.570 5.201  -0.13
Cl -0.846 1.984 7.817  0.11
C 1.058 3.610 -4.678  0.20
Cl 0.797 4.741 -6.031  -0.05
Cl -0.444 2.706 -4.362  -0.10
Cl 2.360 2.470 -5.100  -0.12
Cl 1.519 4.525 -3.220  0.05
C 4.559 4.256 5.171  0.20
Cl 5.324 2.650 5.073  0.01
Cl 5.652 5.478 4.474  -0.08
Cl 3.027 4.240 4.260  -0.05
Cl 4.232 4.654 6.876  -0.08
C 4.436 6.961 -2.298  0.30
Cl 4.587 8.590 -1.593  -0.08
Cl 6.001 6.118 -2.183  -0.08
Cl 3.198 6.040 -1.408  -0.09
Cl 3.959 7.097 -4.010  -0.06
C -4.437 0.665 8.922  0.25
Cl -3.649 0.737 7.325  -0.01
Cl -5.084 2.273 9.337  -0.09
Cl -5.768 -0.517 8.874  -0.11
Cl -3.245 0.169 10.150  -0.07
C -1.633 7.562 -3.590  0.13
Cl -2.406 8.298 -5.016  -0.05
Cl -2.114 8.455 -2.125  -0.10
Cl -2.149 5.863 -3.445  0.01
Cl 0.138 7.631 -3.772  0.08
C -3.257 3.295 -7.798  0.27
Cl -3.517 4.426 -9.150  -0.07
Cl -4.759 2.391 -7.482  -0.10
Cl -1.955 2.155 -8.220  -0.12
Cl -2.796 4.210 -6.340  0.08
C -0.182 3.737 11.541  0.26
Cl -0.147 3.034 13.177  -0.09
Cl 1.251 3.195 10.631  -0.08
Cl -1.658 3.204 10.697  -0.03
Cl -0.175 5.515 11.658  -0.09
C -5.610 -9.473 3.220  0.32
Cl -6.184 -10.171 1.684  -0.10
Cl -3.851 -9.206 3.130  -0.06
Cl -6.433 -7.920 3.511  -0.08
Cl -5.972 -10.597 4.555  -0.09
C 6.266 0.996 1.621  0.13
Cl 7.251 0.173 2.857  -0.04
Cl 4.690 0.177 1.475  -0.02
Cl 6.011 2.694 2.098  0.00
Cl 7.111 0.940 0.053  -0.10
C -0.269 11.419 -6.196  0.29
Cl 0.799 10.057 -6.617  -0.06
Cl -1.794 11.282 -7.108  -0.09
Cl -0.617 11.383 -4.448  -0.06
Cl 0.534 12.955 -6.610  -0.10
C 6.135 -2.123 6.305  0.23
Cl 5.362 -1.386 4.878  0.03
Cl 5.653 -1.229 7.769  -0.08
Cl 5.618 -3.822 6.449  -0.08
Cl 7.906 -2.054 6.122  -0.09
C 3.772 -5.687 2.644  0.10
Cl 3.922 -4.058 3.350  0.01
Cl 5.337 -6.531 2.759  -0.08
Cl 2.534 -6.608 3.534  -0.01
Cl 3.295 -5.551 0.933  -0.06
C -1.380 3.765 -12.571  0.21
Cl -1.346 3.062 -10.934  0.02
Cl 0.053 3.223 -13.480  -0.03
Cl -2.856 3.232 -13.415  -0.10
Cl -1.373 5.543 -12.454  -0.10
C 0.695 -9.614 6.275  0.27
Cl 0.435 -8.483 4.923  0.00
Cl -0.807 -10.518 6.591  -0.08
Cl 1.998 -10.754 5.853  -0.09
Cl 1.156 -8.699 7.733  -0.09
C 0.945 -7.433 -1.998  0.25
Cl 0.370 -8.131 -3.533  -0.09
Cl 2.704 -7.166 -2.088  -0.09
Cl 0.122 -5.880 -1.706  -0.02
Cl 0.582 -8.557 -0.663  -0.08
C 2.803 0.160 -13.672  0.32
Cl 3.871 -1.202 -14.093  -0.10
Cl 1.278 0.023 -14.584  -0.08
Cl 2.455 0.124 -11.925  -0.07
Cl 3.606 1.695 -14.086  -0.08
C -6.312 5.283 -3.387  0.23
Cl -6.277 4.580 -1.751  -0.11
Cl -4.879 4.742 -4.297  0.02
Cl -7.788 4.750 -4.232  -0.10
Cl -6.305 7.061 -3.270  -0.09

HOMO = -12.12 eV
multiplicity = 1
charge = +1
calculated total energy = -35036.3580 Ha
Kohn-Sham gap = 7.95 eV
molecular weight = 3050.1 u

=====

(2)
# C27H22F9IrN3O2P

A structure of composition C27H22F9IrN3O2P in a non-equilibrium geometry (ωB97M-V/def2-TZVPD, OMol25).

Each line ends with the Mulliken charge.
Element x y z (Å)
Ir -1.200 0.375 0.034  1.51
O -2.717 1.747 0.632  -0.77
C -2.427 3.121 0.311  -0.89
C -1.077 3.238 -0.321  0.98
C -0.602 4.491 -0.652  -1.05
C 0.653 4.621 -1.221  -0.61
C 1.409 3.478 -1.441  -1.00
C 0.885 2.255 -1.099  0.12
N -0.336 2.141 -0.563  0.11
H -2.898 1.659 1.585  0.38
H -2.448 3.714 1.224  0.53
H -3.200 3.488 -0.362  0.57
H -1.217 5.359 -0.452  0.57
H 1.036 5.598 -1.482  0.48
H 2.401 3.527 -1.867  0.55
H 1.451 1.346 -1.242  0.28
N -0.300 -1.385 -2.288  0.14
P 0.320 -1.110 -0.764  1.27
C 0.288 -2.692 0.192  0.50
C 1.160 -3.740 -0.141  -0.23
C 1.179 -4.992 0.597  -0.58
C 0.329 -5.199 1.657  -0.79
C -0.543 -4.172 1.998  -0.42
C -0.565 -2.917 1.255  -0.21
C 2.064 -0.890 -1.083  0.31
C 2.518 -0.544 -2.359  -0.25
C 3.879 -0.413 -2.592  -0.86
C 4.787 -0.621 -1.561  -0.64
C 4.338 -0.969 -0.291  -0.95
C 2.983 -1.108 -0.047  -0.71
C -1.489 -0.798 -2.688  0.71
C -2.085 -1.088 -3.907  -0.94
C -3.262 -0.457 -4.235  -0.32
C -3.843 0.440 -3.343  -1.04
C -3.207 0.676 -2.154  -0.17
N -2.032 0.074 -1.833  -0.15
H 0.163 -1.977 -2.962  0.35
H 1.856 -3.640 -0.965  0.52
H 1.891 -5.750 0.292  0.47
H 0.348 -6.122 2.221  0.49
H -1.224 -4.274 2.834  0.52
H -1.254 -2.164 1.607  0.18
H 1.828 -0.365 -3.174  0.48
H 4.228 -0.150 -3.581  0.50
H 5.847 -0.519 -1.748  0.47
H 5.047 -1.137 0.509  0.49
H 2.653 -1.389 0.940  0.58
H -1.627 -1.803 -4.577  0.46
H -3.741 -0.673 -5.181  0.47
H -4.774 0.938 -3.569  0.49
H -3.614 1.332 -1.408  0.56
F 1.499 -0.754 2.917  -0.26
C 1.093 0.526 2.996  0.26
F 1.732 1.119 3.976  -0.22
F 1.449 1.113 1.838  -0.15
C -0.451 0.563 3.158  1.46
O -1.071 0.123 2.005  -0.78
C -0.888 -0.413 4.305  0.24
F -0.732 -1.687 3.893  -0.16
F -2.174 -0.247 4.578  -0.23
F -0.174 -0.247 5.404  -0.21
C -0.912 2.006 3.505  0.40
F -0.403 2.867 2.605  -0.23
F -2.254 2.085 3.381  -0.33
F -0.575 2.385 4.707  -0.20

HOMO (alpha / beta) = -17.83 / -17.83 eV
multiplicity = 2
charge = +3
energy relative to the best compared isomer or geometry (same formula, charge and spin) = 0.000 eV
calculated total energy = -2700.3794 Ha
Kohn-Sham gap (alpha / beta) = 7.47 / 4.78 eV
molecular weight = 814.7 u

=====

(3)
# C27H22MnN5O3S2Se

A structure of composition C27H22MnN5O3S2Se (ωB97M-V/def2-TZVPD, OMol25).

Each line ends with the Mulliken charge.
Element x y z (Å)
Mn -1.692 -2.195 0.956  -0.16
C 3.039 -3.031 -4.240  -1.65
C 2.228 -1.886 -3.618  1.96
C 2.802 -0.538 -4.077  -1.61
C 0.783 -1.988 -4.106  -2.02
C 2.325 -1.978 -2.097  0.28
C 3.588 -1.862 -1.475  -0.51
C 3.754 -1.911 -0.111  -1.37
C 2.615 -2.071 0.678  0.78
S 2.468 -2.113 2.409  -0.32
C 0.779 -2.279 2.262  1.05
N 0.336 -2.296 1.024  -0.27
C 1.364 -2.189 0.089  -1.27
C 1.213 -2.160 -1.297  0.63
C -0.204 -2.366 3.343  1.15
C 0.111 -2.364 4.695  -0.69
C -0.913 -2.433 5.629  -0.77
C -2.236 -2.502 5.213  -0.62
C -2.560 -2.500 3.857  -0.03
C -1.539 -2.430 2.935  -0.03
H 2.974 -2.980 -5.328  0.45
H 2.657 -4.003 -3.919  0.39
H 4.093 -2.974 -3.967  0.33
H 2.722 -0.456 -5.162  0.46
H 3.855 -0.431 -3.815  0.33
H 2.259 0.298 -3.633  0.39
H 0.764 -1.905 -5.192  0.44
H 0.161 -1.183 -3.707  0.37
H 0.329 -2.947 -3.843  0.39
H 4.466 -1.720 -2.092  0.44
H 4.735 -1.810 0.332  0.40
H 0.227 -2.261 -1.731  0.53
H 1.144 -2.303 5.017  0.40
H -0.679 -2.433 6.685  0.41
H -3.030 -2.561 5.946  0.41
H -3.594 -2.559 3.545  0.38
O 1.866 5.209 -1.365  -0.65
S 1.360 6.411 -0.726  1.16
O 2.015 6.763 0.521  -0.68
O 1.075 7.512 -1.618  -0.67
C -0.275 5.896 -0.136  -0.02
N -1.164 6.829 0.244  -0.47
C -2.321 6.394 0.710  -0.34
C -2.643 5.045 0.825  -0.62
C -1.662 4.170 0.411  0.45
N -0.497 4.587 -0.062  -0.29
C -1.776 2.682 0.461  1.31
C -2.845 1.994 1.026  -0.90
C -2.826 0.615 1.056  -0.22
N -1.810 -0.101 0.553  -0.16
C -0.787 0.565 -0.014  -0.45
C -0.731 1.933 -0.080  -0.74
H -3.034 7.154 1.014  0.41
H -3.603 4.730 1.211  0.35
H -3.688 2.516 1.457  0.30
H -3.644 0.053 1.490  0.42
H 0.019 -0.033 -0.416  0.47
H 0.107 2.451 -0.529  0.72
Se -6.368 -2.682 1.034  -0.11
C -4.646 -2.689 0.904  0.30
N -3.464 -2.682 0.825  -0.66

HOMO (alpha / beta) = -7.27 / -7.27 eV
multiplicity = 5
energy relative to the best compared isomer or geometry (same formula, charge and spin) = 0.000 eV
calculated total energy = -5890.3799 Ha
Kohn-Sham gap (alpha / beta) = 4.26 / 5.03 eV
molecular weight = 662.5 u